DFT (the ωB97M-V functional and the def2-TZVPD basis) results for a molecular structure, C21H48B2Br3CaF3KN8O14P at a distorted geometry.

Each line ends with the Löwdin charge.
Element x y z (Å)
C: 1.82558 2.06380 -2.65294  -0.0934
C: 2.33052 0.97686 -1.59331  -0.1900
C: 2.22153 1.53096 -0.10023  -0.1243
C: 0.73044 1.34732 0.41118  -0.2139
C: 0.47221 -0.10343 1.03418  -0.1243
C: 1.58712 -0.62626 2.00683  -0.1047
O: 1.22199 -1.43883 3.15652  -0.3405
C: 1.96719 -2.69096 3.22484  -0.0618
N: -0.93921 -0.02863 1.51950  0.0620
B: -1.72116 -1.33358 1.58779  -0.8095
O: -3.14025 -1.39700 1.97397  -0.0619
O: -1.10867 -2.54149 1.23583  -0.3239
C: -0.99492 0.81648 2.77152  -0.0995
C: -0.31620 2.24685 2.51973  -0.4884
N: -1.37437 3.20975 2.98163  0.1294
C: -1.34109 3.20192 4.23093  -0.3934
O: -1.57980 2.88408 5.32261  0.1663
P: 1.14841 2.63913 3.76713  0.9691
N: 1.41528 1.35286 4.91897  -0.1569
O: 2.58025 2.71436 2.86938  -0.2785
N: 0.19355 2.46321 1.19877  -0.1347
C: -0.03106 3.72350 0.53093  -0.6367
Br: 0.61498 5.34531 1.51344  0.8124
C: -1.49064 4.03707 0.00583  -0.2376
C: -2.45642 2.80182 -0.08748  -0.1040
H: 2.59899 2.26223 -3.43543  0.0414
H: 0.87969 1.70933 -3.15376  0.0752
H: 1.60287 3.05509 -2.18059  0.0631
H: 3.36653 0.67710 -1.86987  0.1145
H: 1.59533 0.13064 -1.66123  0.0746
H: 2.99848 1.11528 0.58323  0.1016
H: 2.44844 2.63142 -0.18592  0.1217
H: 0.12364 1.31379 -0.55056  0.1457
H: 0.46823 -0.78120 0.13201  0.1548
H: 2.20131 0.23586 2.38418  0.1090
H: 2.30541 -1.23894 1.39089  0.1520
H: 1.84790 -3.08890 4.26898  0.0876
H: 3.06104 -2.53311 3.05927  0.1270
H: 1.52482 -3.47640 2.55303  0.0358
H: -1.44800 0.55069 0.80932  0.1750
H: -3.54743 -2.12812 1.34011  -0.0872
H: -0.98851 -2.52271 0.25382  0.1244
H: -0.61305 0.29591 3.70554  0.0153
H: -2.10350 0.96695 2.94319  0.1521
H: 1.99657 0.57782 4.58849  0.0255
H: 0.57084 1.04276 5.39730  0.0091
H: 3.27102 2.18393 3.31445  0.0674
H: 0.61326 3.73303 -0.39102  0.0785
H: -1.41154 4.49121 -1.02001  0.1218
H: -1.94708 4.80615 0.68892  0.0921
H: -2.61242 2.33452 0.93416  0.0529
H: -3.47232 3.10867 -0.43396  0.0776
H: -2.02126 1.97403 -0.72585  0.0715
O: 0.17633 -3.32367 5.96039  -0.0345
H: 0.34433 -2.47316 6.39577  0.0594
H: -0.56948 -3.15681 5.37656  -0.0762
Br: -3.10676 -4.09599 1.13623  0.1123
C: -7.28966 -0.06301 -4.05649  -0.0640
C: -7.01148 -0.23408 -2.56651  -0.4247
C: -6.64153 1.07714 -1.84543  -0.2047
O: -5.32084 1.53338 -2.09119  -0.2075
C: -5.14681 2.21410 -3.32615  -0.0916
N: -5.97122 -1.25616 -2.38956  0.0432
H: -6.37692 0.03822 -4.64437  0.0690
H: -7.81868 -0.93536 -4.44424  0.0797
H: -7.91411 0.81371 -4.24126  0.0837
H: -7.93530 -0.60323 -2.10823  0.1337
H: -6.68880 0.89048 -0.76662  0.1168
H: -7.36985 1.86916 -2.05530  0.1245
H: -6.02655 2.80333 -3.59728  0.0963
H: -4.90451 1.50470 -4.11906  0.0778
H: -4.29639 2.88954 -3.22074  0.0883
H: -5.86588 -1.44467 -1.39644  0.0249
H: -5.08211 -0.83105 -2.65024  0.0776
C: 1.60345 -3.57355 -1.53026  -0.6867
O: 1.75537 -2.42969 -1.95365  0.0010
N: 1.53610 -3.84841 -0.19998  0.1336
N: 1.49386 -4.64960 -2.33492  0.1841
H: 1.41481 -4.77197 0.17595  0.0275
H: 1.61909 -3.07390 0.43000  0.0438
H: 1.54803 -4.49002 -3.32535  0.1143
H: 1.37518 -5.58738 -1.99695  0.1004
B: 6.70356 -5.38095 0.36805  -1.0250
O: 6.52017 -4.61600 -0.88792  0.2210
C: 5.33581 -4.93539 -1.38539  -0.4175
O: 4.87383 -4.48759 -2.40430  0.1280
C: 4.67537 -5.92667 -0.48455  -0.4178
O: 3.58447 -6.41881 -0.64826  0.1006
O: 5.46942 -6.18794 0.53701  0.2206
F: 6.85740 -4.49419 1.46237  0.1013
F: 7.82724 -6.22628 0.26562  0.1196
C: 5.97318 4.57124 -4.53412  0.0468
N: 4.84598 3.74456 -4.02590  -0.4380
O: 5.10265 2.61550 -3.65027  0.0660
O: 3.74498 4.26043 -4.02255  0.0623
H: 6.88706 3.98687 -4.47850  0.0949
H: 5.74609 4.83698 -5.56401  0.1007
H: 6.04047 5.45563 -3.90446  0.1035
K: -5.69100 -3.49450 0.75523  0.6608
Ca: -1.13818 -1.61177 4.15469  1.5162
F: 0.79941 7.79621 0.90690  -0.9063
Br: -0.70842 -4.89541 1.77924  0.1188

Force components x, y, z for each atom (eV/Å):
-0.1386 -0.2846 0.1238
-1.0271 0.6865 0.1290
0.1439 0.5451 -0.9941
0.6118 -0.3201 -1.1180
0.9235 0.2824 -1.8253
1.1416 0.2860 -0.0814
-1.1243 0.1477 -0.3190
0.3386 -1.3827 0.7332
0.1165 0.5355 0.8685
-2.8848 -2.8850 -0.5158
3.3864 1.7795 -0.7007
0.2471 5.7078 -1.0807
-1.7282 0.7821 -0.4364
0.6614 -0.6654 0.4315
1.3583 -0.4260 0.7594
-1.0829 -0.7936 -1.7263
0.1108 0.6488 0.8719
0.9276 2.0397 0.6771
0.2845 -0.4867 -1.4078
-1.3526 -1.4889 1.2544
-1.1322 -1.0549 0.3821
0.0515 1.0017 -1.2743
-0.2520 -0.4458 -0.8817
-0.5500 -0.0696 0.3342
0.5050 -0.3900 0.6587
-0.8163 -0.3164 0.7621
0.9521 0.3855 0.4064
0.2246 -0.7752 -0.3333
-0.8995 -0.0598 0.4528
1.2587 0.2217 -0.1447
-0.6903 0.1365 -0.4582
-0.3432 -1.0324 0.5237
0.5469 -0.0064 0.8632
0.0381 0.5813 0.9409
-0.7688 -0.6345 -0.3054
-0.8227 0.7200 0.3954
0.1123 0.5312 -0.9804
-0.9479 0.0394 -0.0784
0.4418 0.9288 0.3668
0.2564 0.1149 0.3514
0.8896 -0.2235 1.0438
0.6388 -0.6927 0.4970
0.6063 1.2640 -1.3813
1.0907 0.0261 -0.0581
-0.3578 -0.1018 0.3389
0.4014 0.3037 0.1943
-0.1100 0.4188 -0.2946
-0.4396 -0.2631 1.1539
0.0220 -0.3041 1.0741
0.3770 -0.7546 -0.7704
0.0611 0.6254 -0.8204
0.8850 -0.4309 0.0074
-0.6294 0.9230 0.1839
0.0209 0.8041 -0.2176
0.2198 -0.2475 0.4255
-0.0518 -1.5859 0.7446
-2.5175 -0.8140 -0.7250
-0.1622 -0.0800 -0.1399
0.1558 0.2684 -0.2054
0.0279 -0.1224 0.1773
-0.3124 -0.0210 0.0468
0.3419 -0.0183 0.0085
0.0279 -0.0269 0.1859
0.0065 0.0251 0.1014
0.0599 0.0172 0.0534
0.0397 -0.0215 0.0197
0.0590 0.0379 0.0900
0.0884 0.0201 -0.0168
0.0048 -0.0167 -0.1449
-0.0327 -0.0764 0.0063
-0.1184 0.0996 -0.1348
-0.0648 -0.0284 0.1024
-0.0063 0.1118 0.0351
-0.0633 -0.1220 -0.0950
0.4140 -0.2578 -0.3168
-0.3835 0.3407 0.2822
-0.0521 0.2472 0.2239
-0.5393 0.0719 -0.4134
0.1364 -0.0305 -0.0369
0.0800 -0.1553 -0.0813
0.1816 -0.0288 0.1077
0.3586 0.0200 0.0920
1.6642 0.0067 0.9799
-0.7077 -0.3188 0.0177
1.0512 1.4138 -1.2776
-0.2125 -0.2119 0.2019
-0.6660 -1.3354 1.3105
-0.1651 0.1755 -0.1278
-0.3892 0.2892 -0.5696
-0.2109 -0.3954 -0.5159
-0.6678 0.4617 0.0688
0.3042 -0.0047 -0.0366
0.0346 -0.0230 0.0234
-0.1847 0.2195 -0.0302
0.3024 -0.1183 -0.0390
-0.1374 -0.0341 0.0347
-0.0754 0.0820 0.1114
-0.1207 0.0018 -0.1057
-2.0125 -0.0419 -0.4407
0.3044 -0.9896 -1.0284
0.0533 -0.1403 0.3277
2.4036 -2.8218 2.1275

Values from the calculation:
HOMO-LUMO gap in eV: 1.6394
Calculated total energy in hartree: -12010.42062